66
Properties=species:S:1:pos:R:3:forces:R:3:mulliken_charge:R:1 method="wB97M-V/def2-TZVPD" charge=+1 de_lowest_ev=1.825 total_energy_ha=-1729.8546 mol_weight_g_mol=573.25
C -3.3048 -0.8109 -0.8576 0.098 -1.176 1.908 -0.4735
C 0.6890 3.1844 -3.7274 -0.310 0.909 0.591 -0.8622
O 0.0848 -0.1685 2.3476 0.369 1.105 -1.184 -0.6724
H -1.8480 -0.9909 -7.5881 -0.369 -0.096 0.525 0.4301
H -3.6234 1.0036 -2.1712 0.431 -0.337 0.294 0.4935
C -2.8200 -0.9313 0.4686 -0.527 -0.562 -1.549 -0.6072
H -3.7760 -1.5962 -1.4386 0.032 0.136 0.148 0.4862
H 2.4553 1.1720 6.2870 0.071 0.211 -0.034 0.4783
H 2.2610 -0.9353 -6.3188 -0.310 -0.007 0.060 0.3156
C 1.3620 3.0862 3.0607 0.316 -0.442 0.067 -0.4282
H 3.0487 -1.5693 -2.5503 -0.700 0.139 0.441 0.5108
H 1.2941 3.5768 -5.7696 1.275 -0.440 0.735 0.2360
C 1.8268 3.2648 -4.8184 -0.349 -0.759 0.072 -0.6517
H 2.6960 3.9486 -4.5721 -1.317 -0.574 -0.203 0.3632
O 2.4002 1.8993 -4.9261 -1.917 0.257 1.543 -0.4633
H 0.8658 0.9402 -8.0218 -0.009 -0.035 -0.009 0.3595
C 1.0421 -1.8065 0.1772 0.617 -1.966 -0.370 -0.1780
C -3.1565 0.5481 -1.2905 0.845 1.842 1.060 -0.4049
H -0.2595 1.1492 -3.3700 0.829 0.806 -0.081 0.0976
H 1.8530 0.0438 -4.0323 -0.283 0.785 -0.217 -0.3510
C -0.4530 1.1703 -6.2608 -0.279 0.319 0.717 0.6344
C 2.2429 -1.7386 -1.8179 0.932 1.004 1.783 -0.4812
N 2.7171 3.8303 6.4524 0.988 2.054 3.210 0.9121
H 2.7689 -0.3369 -0.1233 -0.240 -0.306 -0.176 0.5869
H 0.8462 -1.7392 1.2429 -0.056 0.175 -0.229 0.8320
C 0.0997 -0.7541 -6.7057 0.423 0.124 -2.087 1.6564
H -0.8848 0.5069 -8.2734 0.627 -0.061 -0.201 0.3486
H -0.3473 3.4912 -4.0516 1.270 -0.294 -0.114 0.2827
O 0.6600 1.4353 0.8290 -0.601 -1.219 -0.288 -0.6387
H -1.2765 -2.4500 -6.7319 -0.205 -0.400 0.341 0.3766
C -2.2663 0.3287 0.8299 -1.129 1.019 -0.387 -0.5063
C 0.6637 1.7527 -3.1309 -0.094 -0.137 -0.323 0.4216
Sn -0.1543 -0.0501 -0.8803 -0.184 1.161 0.946 1.0241
H -1.9217 0.5937 1.8112 0.081 -0.013 0.082 0.7570
C 0.5570 -2.8526 -0.6959 0.452 0.279 -0.225 -0.9310
C -2.4479 1.2618 -0.2705 -0.268 -0.699 -0.834 -0.4820
H -0.6303 -1.9490 -8.2865 0.133 -0.020 0.327 0.4210
C -0.0392 0.5269 -7.5828 0.457 0.617 1.194 -1.1915
H 1.1126 3.6078 2.1329 -0.115 -0.252 0.407 0.3731
H -2.9178 -1.7923 1.1445 0.228 0.448 -0.587 0.4739
C 1.4218 -1.5020 -6.7422 0.320 -0.417 0.112 -1.6232
C 1.9354 1.1108 -3.7529 1.199 0.356 0.325 0.1379
H 1.5851 -0.0987 4.3237 -0.015 0.470 0.055 0.4248
O 2.7328 5.0814 6.4048 -0.087 -2.397 -0.332 -0.5671
H -0.1640 -3.6078 -0.3851 0.126 0.343 -0.291 0.4797
H 1.3267 -2.4791 -6.2149 0.119 0.596 -0.226 0.3415
C 2.1285 -1.1144 -0.5441 0.486 -0.331 -1.919 -0.6491
C 2.2615 3.1055 5.3115 -1.045 -1.185 -1.879 -0.0505
H -2.1895 2.3254 -0.2591 -0.227 -0.534 0.033 0.5385
O 3.0548 3.2028 7.4840 -0.690 0.858 -2.324 -0.5631
H 0.7139 1.8852 -1.9907 0.319 -0.184 -1.324 0.1463
H 1.7062 -1.7276 -7.7899 -0.313 0.103 0.520 0.4092
H 0.1711 2.0307 -5.9555 -0.454 -0.794 0.054 -0.7347
C 2.1643 1.6992 5.3873 0.138 0.602 -0.232 -0.5083
C -0.9852 -1.5883 -7.3094 -0.620 -1.058 -0.210 -1.8091
O -0.1817 -0.0760 -5.4507 -0.522 1.165 -1.530 -0.3641
H 0.9458 3.8777 -2.9073 -0.125 -0.183 -0.367 0.3943
C 1.2527 1.6875 3.1430 0.351 0.510 0.286 0.3882
H 2.7123 1.1503 -2.9551 -0.051 0.144 -0.598 0.4026
C 0.6164 0.9243 2.0232 -0.088 -0.981 0.506 0.5988
C 1.8473 3.8004 4.1455 0.287 -0.188 1.101 -0.4596
H -1.5294 1.4577 -6.2372 0.673 -0.295 0.267 0.3304
H 1.2408 -3.5215 -2.7093 -0.151 0.369 0.277 0.5144
C 1.2910 -2.7982 -1.8925 -0.651 -0.793 0.880 -0.4216
C 1.6743 0.9903 4.2976 -0.360 0.524 -0.524 -0.3770
H 1.8713 4.8884 4.1421 0.168 -0.297 -0.009 0.4725

***

11
Properties=species:S:1:pos:R:3:forces:R:3:mulliken_charge:R:1 method="wB97M-V/def2-TZVPD" de_lowest_ev=1.349 total_energy_ha=-322.5248 mol_weight_g_mol=87.08 smiles="O=C1NC[C@@H]1O"
N 0.6234 0.8853 -0.8718 -0.017 0.043 -0.241 -0.1552
O -1.6598 1.0549 -1.4446 0.376 -0.349 0.464 -0.5822
C -0.7347 0.6671 -0.7805 -0.230 0.131 -0.154 0.1856
H 1.7266 0.1284 0.8352 0.000 0.043 -0.130 0.2535
H 1.1552 1.2576 -1.6452 -0.148 -0.005 0.049 0.2200
H -0.6488 0.4706 1.3776 0.040 -0.068 -0.083 0.2730
C 0.9969 -0.1572 0.0748 0.209 -0.143 0.154 -0.5071
O -1.0682 -1.4394 0.7010 -0.217 0.064 -0.007 -0.5303
C -0.4819 -0.1889 0.5178 0.069 0.207 0.045 0.2615
H 1.2824 -1.0964 -0.4116 -0.021 0.091 0.171 0.2361
H -1.1911 -1.5820 1.6474 -0.061 -0.015 -0.268 0.3450

***

99
Properties=species:S:1:pos:R:3:forces:R:3:mulliken_charge:R:1 method="wB97M-V/def2-TZVPD" charge=-1 total_energy_ha=-2939.5120 mol_weight_g_mol=801.81
H 2.8016 5.2050 -5.6911 -0.027 -0.045 -0.026 0.4011
H -2.5579 2.1094 -9.8920 0.031 -0.046 -0.005 0.4140
N -1.6517 1.2452 -8.1613 0.049 -0.006 -0.060 -0.0242
H -0.2415 1.7879 -2.4660 0.286 -0.658 0.319 0.3528
H -0.7116 3.7239 2.0978 0.760 -0.361 0.489 0.2750
C 1.1703 3.8692 -6.2605 -0.063 0.000 0.016 -0.3861
C -3.9801 -5.7611 -2.5790 -0.064 0.016 0.112 -0.4709
C -0.8778 0.1405 -7.9190 0.131 -0.171 0.119 -0.4331
C -3.1453 -5.2406 3.1731 -0.082 0.033 -0.101 -0.6199
C 2.1872 4.7663 -6.4612 -0.013 -0.019 0.132 -0.6948
H -1.4021 0.0163 -11.1691 -0.010 0.023 0.045 0.4123
C -1.9505 1.3101 -9.4989 -0.044 0.143 -0.082 -0.5936
H 1.3458 -3.0699 0.1574 -0.359 0.951 0.249 0.3175
H 3.5700 1.7564 3.7717 -0.652 0.395 -0.297 0.3505
C -2.6063 -4.3459 2.2844 0.020 0.060 -0.044 -0.2770
O -0.4448 0.3692 -4.7536 0.015 -0.432 0.603 -0.2064
H -0.1298 2.9218 -7.6352 0.254 -0.040 -0.086 0.2697
C -1.5563 3.7939 9.9864 0.110 0.066 -0.031 -0.4259
C 1.4129 -2.0296 0.5751 1.083 -0.236 -0.501 -0.6925
H 1.0359 4.1210 -9.4974 0.029 0.003 0.044 0.3695
H 2.9666 5.6535 -8.3641 -0.026 -0.040 0.018 0.3820
H 1.1259 0.0002 9.9810 0.023 0.007 -0.044 0.4113
H -4.1732 -5.5670 3.1941 0.046 0.019 -0.008 0.3835
H -2.3235 -0.4973 -4.6194 0.700 0.094 0.498 0.4293
In 4.0074 1.3909 0.4996 0.258 -0.072 -0.246 0.7876
H 4.3655 -0.6916 7.4096 -0.090 0.030 0.007 0.1852
H 3.6024 -1.0878 9.7638 -0.045 0.034 -0.013 0.3644
C 1.3058 4.2372 -8.4601 -0.074 0.011 -0.057 -0.4142
H 2.7025 0.5160 5.9791 -0.053 -0.004 0.038 0.3410
H 1.2737 1.4447 -4.4091 -0.325 -0.882 0.383 0.3388
C -2.0993 -4.7586 -3.2917 0.056 0.083 -0.019 -0.4021
N -1.7872 2.8257 8.0063 -0.016 0.067 0.121 0.0257
C 1.4532 0.5216 7.8272 -0.034 0.041 -0.077 0.0580
H -1.1625 4.3865 10.7970 -0.007 -0.024 -0.045 0.3988
N -2.4381 -4.2557 -2.0649 -0.043 -0.075 -0.009 0.1872
C 3.7949 -0.8750 0.5384 -0.555 0.257 -0.300 -1.2446
H 0.5494 1.0327 7.5364 0.042 -0.030 0.024 0.5056
H 2.0532 -0.2454 -0.6765 -0.138 -0.864 0.441 -1.0002
H -4.0087 -4.6083 -0.6665 0.004 -0.050 -0.052 0.3117
H 1.3966 1.2153 -1.9841 -0.715 -0.516 -0.016 -0.0939
C 0.7461 0.5595 -3.9658 0.606 0.704 0.708 -0.7957
C -1.1494 -0.9522 -2.7496 0.007 -0.748 -1.528 -0.5848
N 0.4566 3.3133 3.7934 1.177 -0.836 -1.209 -0.5506
C 2.6496 2.1883 3.3352 -2.401 0.991 -1.582 -0.3267
H -1.9259 -3.5478 -1.5658 -0.005 -0.086 -0.006 0.2023
H 0.0380 -5.0109 4.0495 -0.060 0.003 0.010 0.3717
H -0.6416 -3.5920 2.1012 -0.110 0.006 0.022 0.1930
H -3.0495 -3.8045 1.4645 0.011 0.018 0.080 0.3893
H 1.8372 2.7519 5.2765 -0.375 0.078 -0.884 0.3345
C -0.9659 -4.9867 3.6579 0.041 0.036 -0.010 -0.4144
C -0.9910 3.6591 8.7446 0.052 -0.037 -0.099 -0.4462
H 2.7444 -1.8148 -1.1639 -0.444 0.588 0.669 0.3125
H -2.0792 -1.2849 -2.2286 0.771 0.420 -0.169 0.4541
H -2.1787 -6.3455 4.8646 0.010 0.037 -0.033 0.3780
H -0.1017 -1.4031 -9.2527 -0.023 0.045 0.023 0.4374
C -2.8589 2.4333 8.7613 0.002 -0.080 -0.071 -0.5587
S -0.2226 -1.2321 0.8432 0.079 0.348 -0.878 -0.2557
C 1.6273 2.7527 4.1767 1.444 -0.555 0.219 -0.2729
C 2.4170 2.2067 1.8810 -0.951 0.383 1.195 -0.0502
H -3.6090 1.7745 8.3548 0.031 0.023 0.043 0.3761
H -1.9551 1.9053 -7.4657 -0.151 -0.199 0.016 0.3010
C 2.5278 0.2754 7.0158 0.110 0.037 -0.180 -0.7543
H 0.8763 2.7876 0.3659 0.108 0.119 0.968 0.3989
H -3.4323 2.8959 10.8178 0.023 0.000 -0.044 0.3940
C 3.0051 -0.5765 9.0263 0.042 0.004 0.038 -0.4011
H 1.8622 -2.1604 1.5968 -0.774 0.322 -0.712 0.4282
H -3.0509 -6.2665 -4.5531 0.013 0.029 0.041 0.3989
H -4.8506 -6.3955 -2.5240 0.041 0.030 0.010 0.3944
N 0.6361 3.5560 -7.4811 0.048 0.084 0.048 0.1294
C 1.1393 2.7675 1.4446 1.220 -0.327 2.473 -0.1822
H 1.4187 -0.3379 -4.0430 -0.636 0.707 0.112 0.1695
H -1.6118 2.5456 7.0556 -0.002 0.095 0.042 0.2294
C -1.5640 -0.0247 -3.9540 -0.333 0.589 0.911 -0.5258
N -0.1568 -0.3142 -1.8642 -0.184 0.251 1.348 0.4148
C -3.5802 -4.8652 -1.6215 -0.016 0.073 0.039 -0.4124
C -3.0396 -5.6937 -3.6393 0.097 0.020 -0.080 -0.5498
C 0.4330 0.8954 -2.4455 0.376 0.342 -2.143 -0.2468
N 3.4709 -0.3886 7.7516 -0.093 -0.022 0.074 0.0469
H -0.0933 4.0815 8.3233 -0.034 -0.030 0.031 0.3834
C -2.7422 3.0151 9.9973 -0.124 -0.071 -0.020 -0.3748
C -2.1033 -5.6473 4.0460 0.114 -0.038 0.053 -0.5783
H -1.2216 -4.4075 -3.8100 -0.046 -0.031 0.004 0.4042
C 1.7548 -0.0181 9.1049 0.088 -0.091 0.107 -0.7643
H 3.7160 -1.1538 1.6202 0.137 -0.085 -0.912 0.3099
N -1.2827 -4.1942 2.5893 -0.006 -0.153 0.043 0.1379
H -0.5404 -0.0898 -6.9200 -0.019 0.063 -0.060 0.4804
H 5.6403 1.9651 0.9313 -0.243 -0.075 0.138 -0.3882
C 2.2731 5.0005 -7.8580 -0.027 -0.014 -0.125 -0.5340
S -1.6637 1.1181 -0.1382 0.576 -1.009 -0.116 -0.1935
C 2.4531 -1.1982 -0.2692 1.146 -0.325 0.149 1.0620
H -0.6437 -1.8623 -3.1838 -0.675 0.641 0.271 0.0193
C 0.2515 3.2845 2.4589 0.013 -0.087 -1.523 -0.4155
C -0.6429 -0.1314 -0.5205 -0.340 0.682 0.228 0.0815
C -1.3548 0.2420 -10.1154 -0.070 0.080 -0.054 -0.4430
H -2.0263 0.9154 -3.5376 0.214 -0.908 -0.216 0.2604
H 3.7008 1.9127 -1.2137 -0.202 -0.141 0.307 -0.3934
H 4.6764 -1.3569 0.0470 -0.709 0.244 0.636 0.2915
H 0.7805 3.4285 -5.3573 0.019 0.054 -0.027 0.5246
C -0.6747 -0.5003 -9.1129 -0.025 0.045 0.091 -0.5890